No. 1
48
Properties=species:S:1:pos:R:3:forces:R:3 method="wB97M-V/def2-TZVPD" gap_ev="9.3 / 6.7" s_squared=2.01 spin_multiplicity=3 charge=+2
Pd 0.085 -0.718 0.303 -0.622 -0.088 -0.072
N 2.992 2.533 1.815 -0.130 -0.186 -0.209
C 2.204 1.477 1.017 -0.085 0.047 0.196
C 3.117 0.974 -0.103 0.133 0.137 0.169
P 0.687 2.314 0.325 -0.081 0.276 -0.256
O 0.467 3.355 1.525 -0.235 0.047 -0.013
O 1.093 3.004 -0.942 -0.195 -0.185 0.107
O -0.537 1.418 0.191 0.787 -0.013 -0.041
P 1.804 0.165 2.342 0.152 0.409 0.508
O 2.371 -1.201 1.714 0.056 -0.049 -0.051
O 2.565 0.625 3.528 -0.158 -0.105 -0.175
O 0.297 -0.065 2.383 0.503 -0.126 -0.415
H 2.494 3.418 1.915 -0.132 0.029 -0.035
H 3.902 2.707 1.394 0.061 0.031 -0.060
H 3.110 2.114 2.765 0.043 -0.115 0.127
H 3.295 1.772 -0.824 0.017 0.025 0.030
H 2.688 0.138 -0.642 -0.169 -0.118 -0.058
H 4.072 0.638 0.311 -0.029 -0.033 -0.023
H -0.436 3.410 1.866 0.077 -0.008 -0.014
H 3.269 -1.432 1.992 -0.033 0.001 -0.058
N -0.852 2.246 -2.644 0.087 -0.213 -0.040
C -0.412 1.132 -3.539 0.158 0.133 -0.043
P -0.578 -0.464 -2.670 -0.088 -0.244 0.558
O -1.881 -0.470 -1.917 0.093 0.118 -0.151
O 0.695 -0.795 -1.923 -0.462 0.142 0.074
C -0.873 -1.731 -3.982 0.022 -0.233 0.005
N -1.875 -2.682 -3.361 0.179 0.016 -0.126
H -1.573 1.929 -1.988 -0.084 -0.117 -0.003
H -1.212 3.034 -3.177 0.026 0.075 -0.021
H -0.043 2.578 -2.032 0.158 0.200 0.112
H 0.632 1.288 -3.801 -0.005 0.104 -0.068
H -1.012 1.127 -4.446 -0.066 0.068 0.021
H 0.033 -2.270 -4.247 -0.057 -0.060 -0.030
H -1.324 -1.310 -4.876 -0.012 0.016 -0.002
H -2.370 -2.135 -2.627 -0.045 0.176 0.062
H -1.421 -3.470 -2.902 0.060 -0.020 0.041
H -2.542 -3.049 -4.037 -0.013 -0.031 -0.073
S -0.455 -3.091 0.345 0.037 0.096 0.019
C -1.469 -2.476 1.589 -0.003 -0.255 -0.094
N -1.311 -2.724 2.858 0.012 0.014 0.369
C -2.036 -1.870 3.812 -0.035 -0.090 -0.169
C -3.189 -1.242 3.022 0.060 -0.001 -0.004
S -2.728 -1.352 1.260 -0.026 0.120 -0.152
H -0.530 -3.292 3.159 -0.006 -0.025 0.005
H -1.349 -1.111 4.176 0.097 0.054 0.007
H -2.396 -2.466 4.645 -0.026 -0.029 0.011
H -3.337 -0.199 3.284 -0.020 0.029 0.022
H -4.126 -1.781 3.141 0.001 -0.019 0.016

---

No. 2
24
Properties=species:S:1:pos:R:3:forces:R:3 method="wB97M-V/def2-TZVPD" gap_ev="9.3 / 8.0" spin_multiplicity=1 charge=+2
C -0.434 1.387 -0.167 -1.023 -0.699 0.545
C 1.714 0.124 0.415 0.831 -2.463 0.345
C -0.868 -0.908 -0.679 3.077 -1.918 -1.866
C 2.793 -0.395 -0.539 -2.080 -1.408 -2.769
N 0.852 1.176 -0.176 -0.466 -1.935 0.528
N 0.969 -0.975 0.952 -1.343 -0.397 -0.500
N -1.272 0.290 -0.259 0.874 1.869 0.140
N -0.980 2.627 -0.096 -0.668 -2.990 -1.055
N -1.443 -2.043 0.046 -0.591 0.964 -2.878
N -2.522 0.327 0.316 -1.272 0.293 1.217
H 2.301 0.522 1.269 -0.614 0.555 -0.129
H -0.271 -1.132 -1.625 -1.002 0.650 1.501
H 2.295 -1.076 -1.412 0.810 1.860 1.771
H 3.369 -1.186 -0.035 0.561 1.137 -0.003
H 3.242 0.472 -1.043 0.754 -0.757 0.312
H 1.311 1.998 -0.276 2.249 3.072 -0.509
H 1.492 -1.888 0.926 -0.018 1.415 -0.033
H -0.564 3.294 0.468 1.249 1.691 1.115
H -1.980 2.616 -0.016 -0.077 0.747 -0.371
H -0.864 -2.087 0.875 -0.032 -0.732 0.997
H -2.420 -1.730 0.148 -0.295 -0.646 0.800
H -2.850 1.280 0.211 -0.985 -0.666 -0.004
H -2.445 0.144 1.328 -0.042 0.377 -0.298
H -1.427 -2.835 -0.630 0.103 -0.022 1.144

---

No. 3
99
Properties=species:S:1:pos:R:3:forces:R:3 method="wB97M-V/def2-TZVPD" gap_ev="7.0 / 2.9" s_squared=6.04 spin_multiplicity=5 charge=+3
C 2.262 -2.111 -1.231 0.104 0.145 0.084
C 1.857 -0.013 -2.198 0.339 -0.282 0.178
C 3.212 -2.391 -2.207 -0.135 -0.399 0.022
C 2.756 -0.268 -3.223 -0.394 0.274 0.033
C 3.474 -1.465 -3.209 -0.013 0.228 0.076
H 3.689 -3.369 -2.182 -0.017 0.222 -0.172
H 2.875 0.488 -3.996 0.112 -0.291 0.000
H 4.199 -1.672 -3.995 -0.136 -0.012 0.233
N 1.717 -0.881 -1.174 -0.423 -0.491 -0.877
P 0.096 -2.603 0.486 0.698 -3.100 0.296
P 0.972 1.868 -0.300 0.682 1.636 -2.013
C 1.742 -3.123 -0.244 0.277 0.160 0.083
H 1.646 -4.103 -0.735 0.073 0.285 0.178
H 2.460 -3.252 0.582 -0.215 0.072 -0.200
C 0.910 1.142 -2.099 -0.342 0.701 -0.053
H 1.115 1.911 -2.848 0.039 -0.134 0.055
C -0.294 3.299 -0.424 -0.478 0.013 0.203
C 2.713 2.611 -0.102 0.005 -0.188 0.167
C -1.152 -3.412 -0.707 -0.419 0.199 -0.163
C 0.111 -3.599 2.112 -0.186 0.129 0.193
C -1.660 2.791 0.063 -0.088 -0.138 0.113
H -1.590 2.394 1.084 -0.133 0.102 -0.149
H -2.365 3.637 0.056 0.209 -0.279 0.040
H -2.059 2.006 -0.586 -0.063 0.193 0.134
C 0.101 4.457 0.501 0.049 0.140 0.125
H 0.167 4.120 1.543 0.009 0.161 -0.197
H 1.032 4.948 0.199 -0.286 -0.124 0.118
H -0.695 5.215 0.452 0.187 -0.257 -0.003
C -0.450 3.831 -1.859 0.159 0.060 -0.023
H -1.216 4.620 -1.838 0.201 -0.220 0.035
H 0.468 4.283 -2.250 -0.309 -0.080 0.037
H -0.801 3.059 -2.553 0.013 0.232 0.099
C 2.891 3.163 1.327 -0.191 0.104 0.140
H 2.647 2.398 2.074 0.179 0.251 -0.053
H 3.946 3.441 1.449 -0.228 -0.117 -0.003
H 2.296 4.055 1.532 0.184 -0.253 -0.027
C 3.789 1.524 -0.253 -0.048 -0.261 -0.128
H 3.676 0.740 0.507 0.091 0.055 -0.156
H 3.791 1.073 -1.251 0.135 0.107 0.289
H 4.770 2.000 -0.100 -0.340 -0.181 -0.021
C 2.945 3.703 -1.171 0.277 0.137 -0.168
H 2.262 3.655 -2.027 0.227 0.011 0.227
H 2.898 4.711 -0.740 -0.094 -0.293 -0.170
H 3.958 3.582 -1.581 -0.258 0.081 0.141
C -1.313 -3.648 2.691 -0.015 -0.033 0.148
H -1.252 -4.066 3.706 -0.031 0.105 -0.225
H -1.744 -2.641 2.775 0.012 -0.214 -0.008
H -1.993 -4.290 2.121 0.191 0.154 0.128
C 1.013 -2.887 3.130 -0.003 0.283 -0.092
H 2.033 -2.753 2.748 -0.064 -0.022 0.159
H 0.617 -1.911 3.426 0.020 -0.215 0.004
H 1.068 -3.513 4.033 0.038 0.230 -0.282
C 0.687 -5.020 1.960 -0.089 -0.124 -0.191
H 0.768 -5.448 2.968 -0.008 0.109 -0.248
H 0.060 -5.693 1.372 0.217 0.167 0.212
H 1.692 -5.011 1.527 -0.134 -0.102 0.165
C -0.863 -3.030 -2.165 0.185 0.348 -0.025
H -1.617 -3.513 -2.805 0.277 0.025 0.191
H -0.970 -1.950 -2.308 0.100 -0.287 -0.068
H 0.135 -3.344 -2.501 -0.246 -0.005 -0.011
C -2.547 -2.875 -0.353 -0.125 0.033 0.015
H -2.555 -1.780 -0.445 -0.185 -0.323 0.060
H -3.272 -3.297 -1.067 0.160 0.135 0.237
H -2.867 -3.154 0.658 0.037 0.109 -0.348
C -1.129 -4.950 -0.647 -0.024 -0.148 0.084
H -0.124 -5.355 -0.831 -0.285 0.010 0.097
H -1.529 -5.355 0.290 0.147 0.156 -0.317
H -1.773 -5.324 -1.459 0.174 0.185 0.261
Os 0.326 -0.287 0.352 -2.422 -0.378 -2.626
C 1.187 0.062 1.941 3.415 1.338 7.949
O 1.759 0.318 2.945 -2.237 -0.900 -4.261
N -1.002 -0.063 -1.184 1.103 1.144 -0.173
C -0.543 0.574 -2.200 0.440 -0.346 1.001
C -1.336 0.693 -3.441 0.810 0.044 -0.501
C -2.726 0.510 -3.356 1.387 -0.067 1.461
C -0.724 0.940 -4.681 0.490 -0.410 2.733
C -3.512 0.658 -4.494 -0.932 0.386 -2.582
H -3.159 0.265 -2.380 0.088 0.080 -0.359
C -1.516 1.073 -5.820 -1.611 0.101 -1.617
H 0.363 1.011 -4.740 -0.341 0.027 -0.097
C -2.911 0.948 -5.729 -0.402 -0.136 0.302
H -4.597 0.551 -4.416 0.344 0.057 -0.121
H -1.041 1.278 -6.781 -0.205 -0.025 0.176
H -3.526 1.072 -6.619 0.149 -0.037 0.221
C -1.492 3.337 4.772 -0.087 -0.043 0.398
C -0.648 2.177 4.269 0.323 0.035 -0.007
O -1.261 1.457 3.200 -0.138 -0.359 -0.374
C -1.874 0.216 3.545 0.208 0.058 0.095
C -3.022 0.315 4.536 0.008 -0.026 0.102
H -2.147 3.749 3.996 0.207 -0.157 0.055
H -0.823 4.133 5.115 -0.195 -0.063 0.064
H -2.108 3.017 5.620 0.011 0.227 -0.235
H 0.287 2.564 3.841 -0.052 -0.087 0.161
H -0.386 1.491 5.098 -0.031 0.222 -0.350
H -2.219 -0.207 2.587 0.036 0.138 0.197
H -1.094 -0.455 3.951 -0.191 0.034 -0.071
H -3.717 1.124 4.276 0.168 -0.246 0.006
H -3.559 -0.639 4.522 -0.050 0.158 0.078
H -2.663 0.466 5.563 -0.090 0.055 -0.293

---

No. 4
11
Properties=species:S:1:pos:R:3:forces:R:3 method="wB97M-V/def2-TZVPD" gap_ev=8.3 spin_multiplicity=1
C 1.885 0.968 -0.752 1.347 -1.676 0.719
C 1.488 -0.017 0.001 -1.848 0.199 0.213
C 0.664 -0.766 0.694 1.260 0.788 -0.142
N -1.763 -0.576 -0.275 0.566 -2.502 -0.119
P -2.702 0.529 0.144 -1.588 1.560 0.158
H 1.276 1.704 -1.152 -1.432 0.909 -0.974
H 0.404 -1.739 0.389 -0.400 -0.904 -0.470
H 0.188 -0.387 1.572 0.300 -0.028 0.844
H -1.665 -1.024 -1.175 0.175 0.781 -0.284
H 2.903 0.974 -1.018 1.356 0.639 -0.026
H -2.677 0.333 1.571 0.263 0.234 0.081

---

No. 5
60
Properties=species:S:1:pos:R:3:forces:R:3 method="wB97M-V/def2-TZVPD" gap_ev=8.1 spin_multiplicity=1 charge=-1
Mg 0.394 -0.105 0.277 -0.728 -0.628 -0.955
O -2.434 3.097 -1.993 0.332 0.038 0.003
C -2.038 2.352 -0.933 -0.701 0.090 0.223
O -1.549 2.834 0.048 0.263 -0.052 -0.200
C -2.483 0.924 -1.054 0.349 0.259 -0.111
C -3.607 0.603 -1.784 -0.182 -0.124 -0.076
C -4.028 -0.723 -1.799 0.046 0.095 0.016
C -3.317 -1.650 -1.068 -0.026 0.040 0.015
C -2.183 -1.237 -0.377 0.123 0.005 0.069
N -1.758 0.030 -0.387 -0.091 -0.510 0.026
C -1.379 -2.269 0.445 0.122 0.195 0.058
O -1.838 -3.406 0.473 0.026 -0.053 0.027
O -0.339 -1.811 1.011 -0.286 -0.161 -0.038
H -2.075 3.981 -1.818 -0.091 0.002 -0.038
H -4.136 1.376 -2.321 0.008 -0.008 -0.011
H -4.900 -1.014 -2.371 -0.006 0.013 0.028
H -3.588 -2.694 -1.002 0.008 -0.013 -0.016
O 2.297 -0.766 0.228 0.362 -0.110 0.333
N 2.459 -1.893 -0.337 -0.104 0.167 -0.125
N 1.574 -2.120 -1.231 0.016 -0.334 -0.236
O 0.624 -1.271 -1.530 0.163 0.022 0.102
C 1.634 -3.361 -1.949 -0.062 0.348 0.185
C 2.715 -4.221 -1.816 0.099 -0.065 0.008
C 2.721 -5.403 -2.539 -0.008 0.001 -0.013
C 1.663 -5.725 -3.384 0.027 0.030 0.057
C 0.594 -4.851 -3.500 -0.016 0.032 -0.007
C 0.573 -3.661 -2.783 -0.064 -0.142 -0.111
H 3.528 -3.963 -1.152 -0.035 -0.012 -0.031
H 3.561 -6.079 -2.439 -0.010 -0.001 0.002
H 1.671 -6.656 -3.937 0.010 0.013 -0.007
H -0.240 -5.094 -4.146 0.002 -0.003 0.005
H -0.253 -2.968 -2.843 -0.003 0.000 0.002
F 1.980 1.252 4.412 0.118 -0.081 0.065
C 2.015 0.773 3.167 -0.500 0.312 -0.233
F 1.637 -0.494 3.185 0.025 -0.189 0.029
F 3.241 0.857 2.699 0.203 -0.010 -0.001
S 0.739 1.778 2.173 -0.061 0.537 0.084
O -0.412 0.890 2.147 0.764 0.197 -0.150
O 0.671 3.029 2.854 -0.063 -0.064 -0.043
N 1.203 1.845 0.613 0.700 0.362 1.242
S 2.459 2.803 0.210 -0.342 -0.718 0.009
O 3.305 3.145 1.309 -0.139 0.137 -0.019
O 3.021 2.332 -1.016 0.032 0.032 -0.042
C 1.628 4.372 -0.265 0.085 0.012 -0.012
F 0.917 4.205 -1.376 -0.155 0.046 -0.181
F 0.840 4.844 0.683 -0.052 0.093 0.097
F 2.588 5.274 -0.518 0.011 0.102 -0.030
N 0.269 1.443 -2.302 -0.399 0.148 -0.120
C 1.121 1.226 -3.036 0.514 0.116 0.022
C 2.257 0.969 -3.887 -0.357 -0.181 0.106
C 3.049 2.017 -4.337 0.053 0.069 0.000
C 4.125 1.743 -5.165 -0.010 -0.043 0.009
C 4.406 0.432 -5.533 -0.025 0.024 0.029
C 3.617 -0.612 -5.067 -0.002 0.025 0.016
C 2.536 -0.348 -4.240 0.028 -0.063 -0.031
H 2.827 3.026 -4.017 0.011 -0.010 -0.017
H 4.751 2.553 -5.517 0.001 -0.006 0.002
H 5.249 0.223 -6.179 0.001 0.002 0.009
H 3.845 -1.633 -5.341 -0.002 0.000 0.002
H 1.909 -1.141 -3.852 0.018 0.019 -0.024

---

No. 6
18
Properties=species:S:1:pos:R:3:forces:R:3 method="wB97M-V/def2-TZVPD" gap_ev=9.3 spin_multiplicity=1
C 1.130 -0.390 3.694 -3.727 1.217 -3.836
C 0.256 -0.148 2.896 1.543 -1.056 0.846
C 0.096 0.302 -1.155 -0.738 -1.163 -0.311
C 0.488 0.202 0.092 -1.369 0.674 4.329
C 1.106 0.386 -2.235 2.250 1.034 0.548
C -1.329 0.114 -1.668 -0.540 0.276 -0.452
C -0.658 -0.034 1.826 2.828 -0.428 -4.400
O -1.513 -1.033 1.497 -1.043 -0.791 0.274
F 1.735 0.557 0.492 -0.143 -0.516 -0.553
H 1.676 -0.626 4.466 2.888 -0.946 3.566
H 1.927 -0.349 -2.194 -1.216 -1.106 -0.588
H 0.525 0.533 -3.126 0.742 -0.239 -0.933
H 1.900 1.156 -2.087 -1.294 0.812 -0.117
H -1.608 -0.911 -2.027 0.595 0.695 0.365
H -2.109 0.423 -0.969 0.251 -0.182 0.235
H -1.478 0.791 -2.550 0.256 -0.542 0.636
H -1.041 0.928 1.736 -1.459 1.304 0.013
H -1.103 -1.901 1.313 0.174 0.958 0.378

---

Record order is preserved below.
Electronic energy: -82982.9363 -13294.3497 -65311.5625 -13982.9957 -94390.7783 -12164.2249 eV